Density functional theory data (the ωB97M-V functional and the def2-TZVPD basis) for an isolated molecule of C37H52BrNO2S2.

The calculation puts the HOMO-LUMO gap at 7.2 eV. For the largest force on an atom, the calculation gives 8.51 eV Å⁻¹.

Each atom is followed by the atoms it is bonded to, with distances in Å.
CARTESIAN COORDINATES (ANGSTROEM)
1 C 1.43716 -2.53518 5.24383  C2 1.642, H44 1.187, H45 1.190, H46 1.186
2 C 2.18957 -3.83810 4.58548  C1 1.642, C3 1.649, H47 1.177, H48 1.183
3 C 2.61134 -3.43178 3.04357  C2 1.649, C4 1.654, H49 1.185, H50 1.183
4 C 3.02997 -4.83349 2.27079  C3 1.654, C5 1.671, H51 1.176, H52 1.177
5 C 3.31473 -4.44418 0.67054  C4 1.671, C6 1.642, H53 1.180, H54 1.184
6 C 2.37294 -5.30947 -0.35905  C5 1.642, C7 1.656, H55 1.178, H56 1.192
7 C 1.28520 -4.28870 -1.07858  C6 1.656, C8 1.650, H57 1.170, H58 1.185
8 C 2.12543 -3.29454 -2.09220  C7 1.650, N9 1.530, H59 1.183, H60 1.176
9 N 1.19242 -2.21056 -2.63456  C8 1.530, C10 1.513, C18 1.515
10 C 0.64680 -2.75420 -3.93647  N9 1.513, C11 1.664, H61 1.192, H62 1.190
11 C -0.46769 -1.75535 -4.66349  C10 1.664, C12 1.640, H63 1.191, H64 1.189
12 C -1.68901 -2.62819 -5.32355  C11 1.640, C13 1.664, H65 1.179, H66 1.185
13 C -3.18600 -2.02062 -4.92471  C12 1.664, C14 1.655, H67 1.193, H68 1.174
14 C -3.90049 -2.86002 -3.68958  C13 1.655, C15 1.670, H69 1.179, H70 1.174
15 C -5.14634 -1.95596 -3.04284  C14 1.670, C16 1.648, H71 1.179, H72 1.190
16 C -5.74570 -2.61317 -1.65580  C15 1.648, C17 1.645, H73 1.180, H74 1.182
17 C -6.80630 -1.63225 -0.86807  C16 1.645, H75 1.179, H76 1.173, H77 1.184
18 C 2.03793 -0.96763 -2.82424  N9 1.515, S19 1.718, S20 1.901
19 S 2.79548 -0.49819 -4.29321  C18 1.718
20 S 2.30264 0.12709 -1.29249  C18 1.901, C21 1.873
21 C 3.35851 1.61921 -1.70107  S20 1.873, C22 1.669, H78 1.179, H79 1.180
22 C 3.57105 2.45216 -0.27056  C21 1.669, C23 1.673, H80 1.194, H81 1.171
23 C 3.36939 4.09999 -0.47442  C22 1.673, C24 1.673, H82 1.175, H83 1.170
24 C 2.19453 4.51385 0.64179  C23 1.673, C25 1.663, C33 1.646
25 C 2.56285 5.15117 2.13264  C24 1.663, C26 1.672, H84 1.180
26 C 1.40264 5.53002 3.27472  C25 1.672, C27 1.641, C31 1.659
27 C 1.96841 6.10671 4.70283  C26 1.641, C28 1.640, H85 1.194, H86 1.185
28 C 1.08479 7.32222 5.35965  C27 1.640, C29 1.671, Br30 2.003, H87 1.194
29 C -0.16126 6.72717 6.30105  C28 1.671, H88 1.173, H89 1.189, H90 1.170
30 Br 0.48720 8.69649 4.03138  C28 2.003
31 C -0.19540 5.27232 2.91149  C26 1.659, C32 1.641, H91 1.181
32 C -0.58638 4.64188 1.44741  C31 1.641, C33 1.673, C42 1.673
33 C 0.59781 4.26681 0.32732  C24 1.646, C32 1.673, C34 1.673
34 C 0.10254 3.58733 -1.11862  C33 1.673, O35 1.345, C36 1.673
35 O 0.60122 3.94321 -2.31616  C34 1.345
36 C -1.11433 2.45195 -0.95186  C34 1.673, C37 1.639, C41 1.673
37 C -1.06602 1.05906 -1.81496  C36 1.639, C38 1.658, H92 1.171
38 C -2.29016 -0.02470 -1.54209  C37 1.658, C39 1.660, H93 1.187
39 C -3.48811 0.34427 -0.45432  C38 1.660, C40 1.663, H94 1.192
40 C -3.51892 1.76353 0.41098  C39 1.663, C41 1.642, H95 1.193
41 C -2.30346 2.83799 0.15928  C36 1.673, C40 1.642, C42 1.673
42 C -2.15232 4.28912 0.97731  C32 1.673, C41 1.673, O43 1.342
43 O -3.19049 5.11149 1.19596  C42 1.342
44 H 1.14187 -2.84144 6.35225  C1 1.187
45 H 2.14544 -1.57911 5.25754  C1 1.190
46 H 0.45984 -2.29519 4.61582  C1 1.186
47 H 3.18387 -4.05870 5.17606  C2 1.177
48 H 1.50289 -4.79993 4.54365  C2 1.183
49 H 3.56429 -2.72860 2.99880  C3 1.185
50 H 1.74174 -2.88372 2.45825  C3 1.183
51 H 2.16649 -5.63224 2.29153  C4 1.176
52 H 4.05164 -5.23905 2.69283  C4 1.177
53 H 3.05056 -3.29959 0.55384  C5 1.180
54 H 4.45180 -4.64214 0.40679  C5 1.184
55 H 1.80211 -6.20826 0.14461  C6 1.178
56 H 3.02809 -5.78187 -1.23509  C6 1.192
57 H 0.68702 -3.68560 -0.27348  C7 1.170
58 H 0.55905 -4.94896 -1.74306  C7 1.185
59 H 2.57051 -3.96839 -2.95618  C8 1.183
60 H 3.03028 -2.74369 -1.58166  C8 1.176
61 H 0.03896 -3.74262 -3.66572  C10 1.192
62 H 1.48567 -3.11096 -4.70089  C10 1.190
63 H -0.84021 -0.88868 -3.93567  C11 1.191
64 H 0.12049 -1.21442 -5.54385  C11 1.189
65 H -1.70669 -3.76015 -4.99275  C12 1.179
66 H -1.58861 -2.59181 -6.50336  C12 1.185
67 H -3.87791 -2.19824 -5.88036  C13 1.193
68 H -3.07156 -0.87663 -4.68855  C13 1.174
69 H -3.14798 -3.18345 -2.84140  C14 1.179
70 H -4.41108 -3.79698 -4.17809  C14 1.174
71 H -5.98921 -1.95422 -3.86660  C15 1.179
72 H -4.72623 -0.85199 -2.90024  C15 1.190
73 H -4.83036 -2.86688 -0.95563  C16 1.180
74 H -6.28085 -3.63983 -1.89201  C16 1.182
75 H -6.37911 -1.45863 0.21660  C17 1.179
76 H -7.88344 -2.08798 -0.78226  C17 1.173
77 H -6.80776 -0.57220 -1.39614  C17 1.184
78 H 2.91113 2.31009 -2.54459  C21 1.179
79 H 4.41161 1.24222 -2.07612  C21 1.180
80 H 2.70563 2.05774 0.45088  C22 1.194
81 H 4.57719 2.17836 0.26308  C22 1.171
82 H 4.39708 4.62370 -0.25228  C23 1.175
83 H 3.06724 4.36707 -1.57294  C23 1.170
84 H 3.69804 5.31166 2.41019  C25 1.180
85 H 1.90393 5.19781 5.47408  C27 1.194
86 H 3.11902 6.37668 4.61553  C27 1.185
87 H 1.80535 7.87069 6.13768  C28 1.194
88 H -0.99591 7.54149 6.42854  C29 1.173
89 H 0.25300 6.46012 7.38291  C29 1.189
90 H -0.55286 5.72558 5.83976  C29 1.170
91 H -1.03734 5.52734 3.69876  C31 1.181
92 H -0.18807 0.89144 -2.57124  C37 1.171
93 H -2.23636 -1.04815 -2.14150  C38 1.187
94 H -4.31907 -0.49575 -0.29625  C39 1.192
95 H -4.39544 1.97526 1.19275  C40 1.193

Density functional theory data (the ωB97M-V functional and the def2-TZVPD basis) for an isolated molecule of C3H4N2OS.

The energy above the lowest of the compared OMol25 structures with the same formula, charge and spin is 80.98 kcal per mole. As for the structure (SMILES): Nn1ccc(=S)o1. The calculation puts the HOMO-LUMO gap at 8.4 eV. For the largest force on an atom, the calculation gives 4.17 eV Å⁻¹.

Each atom is followed by the atoms it is bonded to, with distances in Å.
CARTESIAN COORDINATES (ANGSTROEM)
1 N 2.54405 -0.68242 0.16052  N2 1.309, H8 1.071, H9 1.016
2 N 1.46709 -0.09096 -0.29032  N1 1.309, C3 1.334, O7 1.443
3 C 1.10907 1.16456 -0.01784  N2 1.334, C4 1.329, H10 1.087
4 C -0.19914 1.39709 0.01262  C3 1.329, C5 1.413, H11 1.058
5 C -0.79992 0.11976 -0.05859  C4 1.413, S6 1.606, O7 1.372
6 S -2.32158 -0.37695 0.06778  C5 1.606
7 O 0.21865 -0.79638 -0.13323  N2 1.443, C5 1.372
8 H 2.72101 -0.86284 1.20170  N1 1.071
9 H 2.87330 -1.51950 -0.31150  N1 1.016
10 H 1.89143 1.87133 0.24567  C3 1.087
11 H -0.82779 2.23858 0.13701  C4 1.058

Density functional theory data (the ωB97M-V functional and the def2-TZVPD basis) for a cluster of 2 separate species, C4H10N2O2 in total.

The energy above the lowest of the compared OMol25 structures with the same formula, charge and spin is 8.04 kcal per mole. As for the structure (SMILES): CC(N)=O.CC(N)=O. The calculation puts the HOMO-LUMO gap at 10.0 eV. For the largest force on an atom, the calculation gives 1.11 eV Å⁻¹.

Each atom is followed by the atoms it is bonded to, with distances in Å.
CARTESIAN COORDINATES (ANGSTROEM)
1 C -1.97308 1.58621 0.77171  C2 1.505, H5 1.092, H6 1.093, H7 1.087
2 C -2.05013 0.15940 1.24353  C1 1.505, N3 1.359, O4 1.214
3 N -0.85575 -0.48063 1.34305  C2 1.359, H8 1.007, H9 1.012
4 O -3.11102 -0.41016 1.40070  C2 1.214
5 H -2.61017 1.67695 -0.11112  C1 1.092
6 H -0.99927 2.00806 0.51134  C1 1.093
7 H -2.40410 2.22215 1.54024  C1 1.087
8 H -0.78682 -1.33968 1.86304  N3 1.007
9 H 0.02654 0.00056 1.22334  N3 1.012
10 C 2.01837 0.90305 -1.95964  C11 1.502, H14 1.094, H15 1.088, H16 1.083
11 C 1.90157 -0.23486 -0.98621  C10 1.502, N12 1.345, O13 1.221
12 N 1.86376 -1.46237 -1.53534  C11 1.345, H17 1.006, H18 1.006
13 O 1.74595 -0.05108 0.21061  C11 1.221
14 H 1.02085 1.09778 -2.36398  C10 1.094
15 H 2.75418 0.76956 -2.74978  C10 1.088
16 H 2.28995 1.77969 -1.38508  C10 1.083
17 H 1.90588 -2.31958 -1.01120  N12 1.006
18 H 1.87902 -1.57207 -2.53501  N12 1.006

no.,E_HOMO (eV)
1,-8.61
2,-8.30
3,-9.38